12
Properties=species:S:1:pos:R:3 method="wB97M-V/def2-TZVPD" relative_energy_kj_mol=268.0 spin_multiplicity=1 homo_ev=-9.164 homo_lumo_gap_ev=10.24 lumo_ev=1.073 e_tot_ev=-4274.4155 largest_force_ev_per_a=2.51
C -2.197 -0.201 -2.171
H -2.465 -0.577 -4.274
H 2.918 1.240 3.512
H 0.766 -0.332 2.183
H -2.997 -0.762 -1.779
H 2.036 -0.121 4.361
C -1.942 -0.062 -3.474
C 1.781 -0.003 2.257
C 2.307 0.391 3.449
H -1.346 -0.076 -1.490
H -1.208 0.552 -3.878
H 2.347 -0.052 1.303